[1]
{
  "formula": "C4H17N2O6",
  "method": "the ωB97M-V functional and the def2-TZVPD basis",
  "homo_energy_ev": [-17.795, -17.740],
  "multiplicity": 2,
  "e_tot_ha": -722.8523,
  "mol_weight_g_mol": 189.19,
  "total_charge": 2,
  "symbols": ["N", "C", "C", "C", "O", "C", "N", "O", "H", "H", "H", "H", "H", "H", "H", "H", "H", "H", "H", "O", "H", "H", "O", "H", "H", "O", "H", "H", "O"],
  "coordinates": [[-1.283971, -0.329414, 1.265757], [-0.126247, 0.626057, 1.138043], [-0.495829, 2.001514, 0.549655], [-1.959417, 2.369317, 0.774397], [-2.765871, 1.680406, 1.318037], [0.967168, -0.107959, 0.341903], [1.726428, 0.369209, -0.613646], [1.189868, -1.308831, 0.687848], [-1.913994, -0.429231, 0.427075], [-0.934076, -1.233639, 1.580122], [-1.910641, 0.047677, 1.961722], [0.250901, 0.765490, 2.128416], [0.133299, 2.761099, 0.994211], [-0.447658, 2.001779, -0.533172], [-2.176952, 3.356591, 0.369970], [2.373249, -0.280378, -1.059351], [1.449275, 1.243206, -1.050314], [0.853122, -0.843461, -2.843691], [-0.424580, -1.292045, -2.416956], [-0.053797, -0.470769, -2.774348], [2.450387, -1.037632, 3.065412], [2.905312, 0.518678, 3.013363], [2.205356, -0.128204, 2.886448], [-2.727908, -1.806731, -1.068495], [-3.101726, -0.683915, -1.843696], [-2.478612, -0.884319, -1.119441], [1.959988, -2.484026, -3.161988], [2.043125, -2.444986, -1.606806], [2.293809, -1.975491, -2.410482]],
  "forces_ev_per_angstrom": [[0.417, -0.243, -0.119], [-0.463, 0.329, -1.305], [-0.663, -1.199, 0.203], [0.601, 0.674, 0.107], [-0.502, -0.099, 0.272], [0.838, 0.011, 0.429], [-1.162, 0.246, 0.786], [-0.184, -0.237, -0.113], [0.541, -0.039, -0.271], [-0.163, -0.186, -0.062], [-0.447, 0.329, 0.582], [0.506, -0.141, 0.670], [0.188, 0.310, -0.147], [0.361, 0.159, -0.405], [-0.406, 0.340, -0.121], [0.288, 0.235, -0.384], [0.246, -0.118, -0.391], [-0.150, 0.872, -0.468], [-0.927, 0.431, -0.124], [0.897, -0.990, 0.633], [0.772, 0.159, 0.399], [0.475, -0.552, 0.320], [-1.214, 0.335, -0.649], [0.184, -0.907, 0.608], [0.360, 1.011, 0.186], [-0.680, -0.317, -0.709], [0.317, -0.263, 0.047], [0.125, -0.600, -0.308], [-0.156, 0.451, 0.333]]
}

=====

[2]
{
  "formula": "C3H3Cl3Si",
  "method": "the ωB97M-V functional and the def2-TZVPD basis",
  "homo_energy_ev": -9.693,
  "e_tot_ha": -1786.2401,
  "e_above_lowest_ev": 0.862,
  "smiles": "Cl[Si](Cl)(Cl)C1=CC1",
  "mol_weight_g_mol": 173.50,
  "symbols": ["C", "C", "C", "Si", "Cl", "Cl", "Cl", "H", "H", "H"],
  "coordinates": [[-0.300697, -0.414699, -1.531168], [-0.147353, 0.010478, -0.296032], [-1.114377, -1.147851, -0.486891], [0.825895, 1.085922, 1.034035], [-0.396474, 1.488359, 2.568517], [2.377988, 0.049562, 1.819913], [1.734958, 2.539308, -0.112567], [-0.010012, -0.404314, -2.497362], [-2.296995, -1.044726, -0.382078], [-0.672934, -2.162038, -0.116366]],
  "forces_ev_per_angstrom": [[-0.985, 0.104, 4.466], [0.484, 0.790, 0.453], [-0.650, -1.401, 0.756], [-0.439, -1.452, -2.633], [-0.266, 0.521, 0.111], [0.124, -0.264, 0.112], [-0.506, 0.055, 0.584], [0.793, 0.139, -2.823], [2.701, -0.076, -0.269], [-1.257, 1.583, -0.756]]
}

=====

[3]
{
  "formula": "C3H2NO4",
  "method": "the ωB97M-V functional and the def2-TZVPD basis",
  "homo_energy_ev": -5.628,
  "e_tot_ha": -471.3147,
  "e_above_lowest_ev": 0.147,
  "smiles": "C=NC(=O)OC(=O)[O-]",
  "mol_weight_g_mol": 116.05,
  "total_charge": -1,
  "symbols": ["C", "C", "C", "N", "O", "O", "O", "O", "H", "H"],
  "coordinates": [[0.304461, -1.190519, 0.139444], [-0.675575, 0.394889, -1.829042], [0.354817, 0.607408, 1.631046], [-0.351883, -0.268577, 1.105531], [-1.445905, 0.008612, -2.650498], [0.121604, -0.983988, -1.123910], [-0.241782, 1.376783, -1.337616], [0.794146, -2.199358, 0.612657], [-0.159521, 1.260528, 2.332714], [1.299637, 0.994221, 1.119674]],
  "forces_ev_per_angstrom": [[-1.438, 0.088, -0.078], [-0.535, -0.433, -0.196], [0.699, 2.158, -1.382], [0.302, -2.145, -0.950], [-0.153, -0.778, -0.299], [0.079, 0.076, 0.368], [0.903, 1.416, 0.838], [0.435, 0.242, 0.129], [0.389, 0.101, 0.412], [-0.681, -0.725, 1.159]]
}

=====

[4]
{
  "formula": "C5H8O",
  "method": "the ωB97M-V functional and the def2-TZVPD basis",
  "homo_energy_ev": -8.078,
  "e_tot_ha": -270.4221,
  "e_above_lowest_ev": 3.694,
  "mol_weight_g_mol": 84.12,
  "symbols": ["O", "C", "C", "C", "C", "C", "H", "H", "H", "H", "H", "H", "H", "H"],
  "coordinates": [[-0.196370, 2.074394, 1.050688], [-0.098839, 0.832961, 0.544068], [-0.045303, 0.659376, -0.942025], [0.313754, -0.809517, -1.021814], [0.681486, -1.251835, 0.230616], [0.308218, -0.293002, 1.209218], [0.299978, 2.077617, 1.881342], [-1.942116, -0.594940, -0.204122], [-1.002495, 0.895848, -1.420007], [0.720324, 1.318209, -1.370868], [-1.209164, -1.056755, -0.771485], [0.747551, -1.207905, -1.925649], [1.099654, -2.224663, 0.472298], [0.335151, -0.431984, 2.285298]],
  "forces_ev_per_angstrom": [[-0.246, 0.151, 0.323], [0.652, -0.161, 0.032], [0.133, -0.086, 0.190], [1.565, 0.308, 0.078], [-0.140, -0.072, -0.475], [-0.195, 0.338, -0.094], [-0.388, 0.139, -0.019], [1.602, -1.415, -1.526], [0.292, 0.069, 0.070], [0.073, -0.221, 0.149], [-2.941, 0.992, 1.808], [-0.481, -0.343, -0.197], [-0.069, 0.152, -0.172], [0.140, 0.149, -0.167]]
}